Density functional theory data (wB97M-V/def2-TZVPD) for a 7-piece molecular cluster, C22H29Cl2F3O18 overall.

Last column: Mulliken charge in e.
Element x y z (Å)
C -4.89623 3.06022 2.47946  -1.360
C -5.20982 2.24566 1.26050  0.433
C -4.62025 0.81201 1.29171  0.045
O -5.75234 -0.00319 1.58338  -0.339
C -6.87867 0.74158 1.56402  0.621
O -7.95364 0.33877 1.86082  -0.539
O -6.60881 2.00609 1.14504  -0.377
H -5.18655 2.52519 3.38698  0.323
H -5.39971 4.02479 2.42686  0.360
H -3.82335 3.23663 2.58322  0.355
H -4.83362 2.70537 0.34731  0.338
H -3.87351 0.68211 2.07416  0.077
H -4.15546 0.56478 0.33852  0.042
C -0.09296 -3.65473 3.50976  -1.103
C -0.80106 -2.38481 3.90600  0.488
C -0.02366 -1.53803 4.93164  -0.523
O -0.00653 -0.22738 4.35096  -0.383
C -0.58645 -0.25045 3.14298  0.730
O -0.79447 0.70224 2.46176  -0.536
O -0.89868 -1.51579 2.77741  -0.263
H 0.25378 -4.24671 4.35494  0.397
H 0.74366 -3.36297 2.86721  0.063
H -0.69596 -4.31701 2.88554  0.350
H -1.79706 -2.57838 4.31113  0.243
H 0.97411 -1.92503 5.14006  0.291
H -0.53809 -1.44434 5.88701  0.288
C 0.90354 3.61261 -1.31499  -1.215
C 1.27108 3.11942 -2.69623  0.486
C 2.34701 3.99817 -3.38466  -0.460
O 3.39120 3.10662 -3.71268  -0.357
C 3.08417 1.85071 -3.33109  0.369
O 3.70245 0.87747 -3.60193  -0.510
O 1.92619 1.84190 -2.62306  0.134
H 1.80225 3.58996 -0.69819  0.205
H 0.09208 3.04910 -0.86025  0.197
H 0.58631 4.65598 -1.39516  0.425
H 0.40521 2.99558 -3.34777  0.214
H 2.71352 4.77428 -2.71360  0.288
H 1.92542 4.47084 -4.27070  0.306
C 4.64911 1.25197 0.12581  0.520
Cl 5.90763 0.79488 -1.02867  -0.162
Cl 4.37025 2.98502 0.19204  -0.186
H 3.74991 0.70936 -0.14084  -0.481
H 4.96010 0.91684 1.10822  0.318
C -1.53764 -0.49963 -4.81653  0.067
C -1.88856 0.57163 -5.82651  0.223
O -3.04349 1.11793 -5.28410  -0.329
C -3.65981 0.16516 -4.50442  0.706
O -4.74425 0.26128 -4.05549  -0.505
O -2.82609 -0.88300 -4.35014  -0.307
F -2.18258 -0.00559 -7.04132  -0.327
H -0.90702 -0.07643 -4.02980  -0.126
H -1.05941 -1.37124 -5.25298  0.340
H -1.16131 1.35347 -6.01750  0.274
C 5.50150 -4.13758 1.27874  -0.419
C 5.08222 -4.06711 2.73767  0.381
O 4.19750 -2.98069 2.78259  -0.329
C 4.05491 -2.41307 1.55369  0.653
O 3.44244 -1.42012 1.34552  -0.452
O 4.80760 -3.06382 0.65354  -0.328
F 6.15062 -3.75733 3.52359  -0.295
H 5.27938 -5.08978 0.79436  0.264
H 6.56853 -3.98420 1.11640  0.259
H 4.57485 -4.95320 3.10750  0.266
C 0.56694 -0.22128 -0.56623  0.027
C 0.44432 -1.73501 -0.52320  0.254
O -0.96737 -1.92780 -0.47535  -0.341
C -1.56224 -0.85308 -1.05726  0.665
O -2.70986 -0.76901 -1.32233  -0.571
O -0.64164 0.12972 -1.25857  -0.338
F 0.97279 -2.32822 0.57135  -0.169
H 1.38116 0.06440 -1.22893  -0.147
H 0.68154 0.29593 0.38391  0.187
H 0.85289 -2.21961 -1.41284  0.308

Calculated values
- E_tot (Ha) = -3430.111652
- energy relative to the best compared isomer or geometry (same formula, charge and spin) (eV) = 0.000
- HOMO energy (Eh) = -0.386
- gap between HOMO and LUMO (hartree) = 0.38987
- 2S+1 = 1
- total charge = 0

Density functional theory data (wB97M-V/def2-TZVPD) for one molecule with the formula C22H29ClN4O.

Last column: natural (NBO) charge in e.
Element x y z (Å)
O -1.47035 -3.90484 1.46735  -0.747
H -1.71264 -3.03303 1.83009  0.491
C -2.04354 -3.96729 0.19063  -0.051
C -1.80823 -2.70478 -0.64400  -0.439
H -2.17948 -2.88303 -1.65436  0.210
H -0.74023 -2.50291 -0.70956  0.213
C -2.54250 -1.48584 -0.06591  -0.041
N -2.13259 -1.22250 1.31484  -0.504
C -0.80889 -0.62370 1.33739  -0.219
C -0.68631 0.61677 0.45198  -0.253
N -0.99944 0.23635 -0.91352  -0.450
C -2.36091 -0.25533 -0.97431  -0.227
H -2.58833 -0.53790 -2.00495  0.206
H -3.08053 0.53073 -0.67309  0.164
C -0.75944 1.31551 -1.85264  -0.220
C 0.70592 1.59760 -1.98037  -0.132
C 1.22910 2.88323 -2.06808  0.094
N 2.51932 3.12158 -2.19744  -0.452
C 3.33957 2.07277 -2.23782  0.364
N 2.94202 0.80264 -2.15086  -0.448
C 1.65179 0.57393 -2.02643  0.093
H 1.34835 -0.46218 -1.95224  0.208
C 4.77210 2.33118 -2.38545  -0.036
C 5.24331 3.63828 -2.50134  -0.180
C 6.59383 3.88516 -2.64403  -0.237
C 7.48102 2.81862 -2.67091  -0.027
C 7.03011 1.51140 -2.55650  -0.241
C 5.67818 1.27182 -2.41439  -0.170
H 5.30297 0.26493 -2.32357  0.239
H 7.73501 0.69497 -2.57916  0.227
Cl 9.17157 3.12301 -2.85004  0.008
H 6.96304 4.89480 -2.73476  0.227
H 4.53399 4.45021 -2.47793  0.240
H 0.58870 3.75770 -2.03415  0.192
H -1.13938 0.99757 -2.83059  0.213
H -1.29338 2.24320 -1.57082  0.173
H 0.33823 0.99434 0.48987  0.214
H -1.36338 1.41505 0.81223  0.163
H -0.52166 -0.38912 2.36010  0.210
H -0.10535 -1.37349 0.96691  0.212
C -3.20057 -0.59082 2.09735  -0.035
C -2.76017 0.01488 3.43129  -0.415
C -2.51221 -1.19743 4.32620  -0.409
H -1.51251 -1.59494 4.15091  0.202
C -3.57393 -2.22130 3.89253  -0.418
H -4.34871 -2.33028 4.65078  0.209
H -3.12310 -3.19990 3.73740  0.220
C -4.17475 -1.68018 2.58390  -0.410
H -4.30960 -2.47144 1.85004  0.212
H -5.14887 -1.22609 2.77012  0.205
H -2.59237 -0.94177 5.38185  0.213
H -3.60251 0.59100 3.81985  0.212
H -1.90795 0.68720 3.36352  0.211
H -3.72942 0.16631 1.49636  0.182
H -3.61262 -1.72278 -0.05458  0.210
H -3.12914 -4.14893 0.26772  0.142
H -1.59313 -4.83095 -0.30742  0.180

Calculated values
- E_tot (Ha) = -1610.187280
- energy relative to the best compared isomer or geometry (same formula, charge and spin) (eV) = 0.021
- HOMO energy (Eh) = -0.314
- gap between HOMO and LUMO (hartree) = 0.32163
- 2S+1 = 1
- total charge = 0

Density functional theory data (wB97M-V/def2-TZVPD) for an isolated ion of composition C22H29F2O2Si and charge +1.

Last column: natural (NBO) charge in e.
Element x y z (Å)
C 1.07228 -3.93589 5.06572  -0.603
C 0.85769 -2.60330 4.35960  -0.391
C 1.16066 -2.63234 2.87013  -0.436
C 1.00304 -1.26279 2.24174  -0.046
O 0.55141 -1.55362 0.80221  -0.445
C 0.30855 -0.61985 -0.06653  0.969
C 0.91736 0.71735 0.06643  -0.534
O -0.29119 -0.93672 -1.18894  -0.754
Si 0.18153 -1.83427 -2.63880  1.856
C -1.39904 -1.76762 -3.60251  -1.148
C 1.63345 -0.94222 -3.39104  -1.159
C 0.74880 -3.53640 -2.18590  -1.156
H 0.74921 -3.86193 6.10230  0.227
H 0.49566 -4.73299 4.59497  0.211
H 2.12558 -4.22029 5.05845  0.212
H -0.19119 -2.30484 4.47576  0.199
H 1.46176 -1.82154 4.84622  0.203
H 2.19728 -2.94349 2.70593  0.216
H 0.49572 -3.35919 2.38117  0.233
H 0.21206 -0.68769 2.73494  0.205
H 1.95586 -0.71830 2.23955  0.209
H 1.53549 0.79265 -0.84410  0.289
H 1.57326 0.65629 0.94740  0.238
H -1.27761 -2.28045 -4.57011  0.263
H -2.20281 -2.27169 -3.04351  0.262
H -1.70025 -0.72594 -3.79217  0.258
H 1.79858 -1.38761 -4.38652  0.270
H 1.45515 0.13962 -3.50506  0.256
H 2.54099 -1.10979 -2.78602  0.248
H 1.05510 -4.02509 -3.12178  0.265
H 1.61353 -3.50106 -1.51076  0.250
H -0.05390 -4.12568 -1.72535  0.258
F 1.59316 5.83794 -3.62492  -0.318
C 1.19836 4.83757 -2.77236  0.402
C 2.10600 4.37627 -1.82753  -0.263
C 1.65900 3.42222 -0.91419  -0.195
C 0.35429 2.90749 -0.96178  -0.046
C 0.01025 1.91794 0.16480  -0.244
C -1.45045 1.64097 0.53083  -0.049
C -1.64723 0.83764 1.64893  -0.209
C -2.90926 0.52426 2.13760  -0.267
C -4.00810 1.08376 1.49271  0.414
F -5.26687 0.81559 1.97032  -0.316
C -3.86082 1.92074 0.39320  -0.258
C -2.57333 2.26255 -0.02733  -0.177
C -0.44347 3.24856 -2.05423  -0.199
C -0.07972 4.31071 -2.90192  -0.265
H 3.11169 4.76839 -1.75836  0.246
H 2.33330 3.05846 -0.13288  0.209
H 0.39295 2.44662 1.06095  0.240
H -0.77461 0.49463 2.20559  0.184
H -3.02088 -0.11156 3.01167  0.241
H -4.72010 2.35711 -0.09323  0.246
H -2.44486 3.02062 -0.79094  0.231
H -1.35895 2.69965 -2.27140  0.221
H -0.78434 4.71855 -3.61892  0.246

Calculated values
- E_tot (Ha) = -1495.214042
- energy relative to the best compared isomer or geometry (same formula, charge and spin) (eV) = 0.000
- HOMO energy (Eh) = -0.434
- gap between HOMO and LUMO (hartree) = 0.30151
- 2S+1 = 1
- total charge = +1

Density functional theory data (wB97M-V/def2-TZVPD) for C22H29F7MoN6S3SbSi as an isolated structure.

Last column: natural (NBO) charge in e.
Element x y z (Å)
Mo 0.04763 0.34807 0.36292  0.785
C -3.51537 4.29685 1.47585  -0.754
S -3.80266 3.31604 -0.00575  0.345
C -2.34975 2.35512 -0.13240  -0.059
S -1.07670 2.49549 1.02114  -0.036
N -2.34693 1.59440 -1.18443  -0.378
N -1.21391 0.82950 -1.29520  -0.214
C -1.02299 0.27386 -2.43342  0.080
C 0.19651 -0.48769 -2.57923  0.242
C 0.59146 -1.02500 -3.79233  -0.237
C 1.80428 -1.68786 -3.86533  -0.140
C 2.57817 -1.77857 -2.72250  -0.240
C 2.11136 -1.22585 -1.54173  0.102
N 0.93761 -0.59229 -1.45537  -0.438
H -4.40471 4.91665 1.57985  0.237
H -2.64210 4.93438 1.36408  0.235
H -3.40930 3.66748 2.35567  0.231
H -1.73343 0.41469 -3.23925  0.227
H -0.05166 -0.91743 -4.65462  0.233
H 2.13632 -2.12620 -4.79688  0.230
H 3.53020 -2.28948 -2.71713  0.241
H 2.69819 -1.31510 -0.64048  0.248
C -2.77783 0.55835 3.67038  -1.155
Si -1.47537 -0.45653 2.78652  1.891
C 0.17911 0.49335 3.03708  -1.096
C -1.40490 -2.11036 3.64336  -1.156
N -1.62527 -0.62487 1.07015  -1.059
C -2.75624 -1.09780 0.41016  0.084
C -4.05908 -0.74038 0.78070  -0.189
C -5.17347 -1.22518 0.11456  -0.225
C -5.03015 -2.08310 -0.96495  -0.225
C -3.75430 -2.45001 -1.36850  -0.272
C -2.66246 -1.95985 -0.68628  0.351
F -1.43223 -2.33919 -1.10811  -0.336
H -2.40078 0.82022 4.66335  0.244
H -3.69933 -0.00927 3.81103  0.242
H -3.00897 1.48393 3.14226  0.238
H -0.04749 1.45036 3.50925  0.260
H 0.95025 0.76426 2.27891  0.261
H 0.78614 -0.11327 3.71603  0.287
H -1.26900 -1.98695 4.72054  0.243
H -0.61197 -2.75814 3.26966  0.255
H -2.35678 -2.62550 3.48577  0.246
H -4.18748 -0.04048 1.59498  0.209
H -6.15956 -0.91640 0.43638  0.214
H -5.89591 -2.46369 -1.48933  0.215
H -3.58871 -3.12467 -2.19849  0.225
F 0.86093 -2.56256 0.39356  -0.381
Sb 4.52385 -1.75957 3.29929  2.588
F 3.61358 0.02108 2.98921  -0.721
F 6.15291 -0.87852 2.66257  -0.706
F 5.37620 -3.47710 3.45349  -0.680
F 4.17111 -2.10254 1.45822  -0.715
F 2.76272 -2.44639 3.73906  -0.691
C 3.44637 1.92384 -2.77948  -0.404
N 3.97494 1.32399 -1.56766  -0.343
C 5.17418 0.63932 -1.45454  -0.091
C 5.27830 0.23165 -0.16964  -0.039
N 4.15608 0.68546 0.47700  -0.507
C 3.35850 1.33918 -0.37105  0.275
S 1.86074 2.11845 -0.01453  -0.128
H 3.96410 1.49174 -3.63215  0.215
H 3.59030 3.00295 -2.76922  0.224
H 2.38106 1.71337 -2.84860  0.229
H 5.83402 0.51127 -2.29326  0.232
H 6.02774 -0.33659 0.35298  0.277
H 3.91109 0.49158 1.46265  0.484
C 1.11326 -1.41923 1.15094  -0.170
H 2.19164 -1.25902 1.16884  0.172
H 0.81877 -1.65710 2.16670  0.187

Calculated values
- E_tot (Ha) = -3675.981861
- energy relative to the best compared isomer or geometry (same formula, charge and spin) (eV) = 1.821
- HOMO energy (alpha / beta) (Eh) = -0.273 / -0.291
- gap between HOMO and LUMO (alpha / beta) (hartree) = 0.22430 / 0.22465
- 2S+1 = 4
- total charge = 0

| no. | strongest force on any atom (eV/A) |
| --- | --- |
| 1 | 1.32 |
| 2 | 0.67 |
| 3 | 2.57 |
| 4 | 0.13 |